one.
C20H46AsN3RuSSi3 as an isolated structure. Source: OMol25; level of theory: wB97M-V/def2-TZVPD.

Each line ends with the Löwdin spin population.
Element x y z (Å)
1 Ru -0.278 -0.199 -1.532  0.851
2 C 0.312 4.185 -1.426  0.000
3 C -0.953 3.403 -1.103  0.002
4 C -2.205 4.224 -1.471  0.001
5 C -1.064 2.082 -1.816  0.016
6 C -2.131 1.188 -1.490  0.016
7 C -2.413 0.064 -2.284  0.011
8 C -1.706 -0.184 -3.500  -0.006
9 C -2.119 -1.287 -4.419  -0.001
10 C -0.591 0.617 -3.757  0.000
11 C -0.227 1.676 -2.873  0.003
12 H 0.331 5.102 -0.838  0.000
13 H 0.336 4.485 -2.476  0.000
14 H 1.224 3.632 -1.198  0.000
15 H -0.994 3.193 -0.031  0.001
16 H -2.239 4.423 -2.543  0.000
17 H -2.166 5.182 -0.955  0.000
18 H -3.132 3.728 -1.181  0.000
19 H -2.747 1.378 -0.622  0.001
20 H -3.245 -0.576 -2.016  0.001
21 H -2.644 -2.088 -3.895  0.000
22 H -1.277 -1.689 -4.983  0.000
23 H -2.829 -0.889 -5.149  -0.001
24 H 0.037 0.410 -4.614  0.000
25 H 0.658 2.258 -3.098  0.001
26 N -0.225 -2.323 -1.676  0.003
27 N 1.007 -2.896 -2.067  0.001
28 C 2.046 -2.116 -2.389  0.012
29 N 3.140 -2.668 -2.868  0.013
30 S 1.980 -0.426 -2.107  0.040
31 H -0.487 -2.731 -0.775  0.001
32 H -0.932 -2.600 -2.361  0.000
33 H 1.037 -3.903 -2.166  0.000
34 H 3.235 -3.661 -3.030  0.000
35 H 3.940 -2.091 -3.090  0.000
36 C 0.320 -3.881 1.254  0.001
37 Si 1.382 -2.400 1.704  -0.003
38 C 3.088 -2.459 0.954  0.002
39 C 1.530 -2.433 3.549  -0.002
40 As 0.282 -0.335 0.950  -0.005
41 Si 1.727 1.529 1.735  0.012
42 C 2.620 0.892 3.224  0.002
43 C 0.691 2.981 2.232  0.001
44 C 2.916 1.843 0.343  0.002
45 Si -1.920 -0.352 2.023  0.013
46 C -2.583 1.385 2.109  0.001
47 C -1.758 -1.036 3.735  0.003
48 C -2.951 -1.518 0.979  0.003
49 H 0.847 -4.762 1.635  0.000
50 H 0.109 -4.104 0.207  0.000
51 H -0.635 -3.837 1.781  0.000
52 H 3.436 -3.496 0.940  0.000
53 H 3.777 -1.905 1.595  0.000
54 H 3.181 -2.047 -0.047  0.001
55 H 2.030 -3.388 3.755  0.000
56 H 0.581 -2.452 4.078  0.000
57 H 2.156 -1.653 3.971  0.000
58 H 1.956 0.667 4.058  0.000
59 H 3.275 1.709 3.547  0.001
60 H 3.258 0.033 3.022  0.000
61 H -0.134 2.712 2.890  0.000
62 H 0.313 3.588 1.413  0.000
63 H 1.367 3.617 2.815  0.000
64 H 3.646 1.036 0.264  0.001
65 H 3.464 2.762 0.577  0.000
66 H 2.450 1.985 -0.631  0.000
67 H -2.249 1.856 3.034  0.000
68 H -3.675 1.334 2.158  0.000
69 H -2.313 2.053 1.294  0.000
70 H -1.016 -0.514 4.340  0.000
71 H -1.547 -2.105 3.749  0.000
72 H -2.729 -0.896 4.222  0.001
73 H -2.796 -1.436 -0.098  0.002
74 H -4.011 -1.327 1.170  0.000
75 H -2.761 -2.553 1.271  0.000

For the HOMO energy (alpha / beta), the calculation gives -17.7297 / -17.6533 eV. Its total charge is +3. The lowest unoccupied orbital energy (alpha / beta) comes out at -9.703 / -11.328 eV. The multiplicity is 2.


two.
C20H46AsN3RuSSi3 as an isolated structure. Source: OMol25; level of theory: wB97M-V/def2-TZVPD.

Each line ends with the Löwdin spin population.
Element x y z (Å)
1 Ru 0.282 -0.174 0.247  0.796
2 C 3.628 -0.602 3.742  0.000
3 C 3.541 -0.674 2.213  0.001
4 C 4.848 -0.195 1.574  0.001
5 C 2.352 0.117 1.704  0.009
6 C 1.153 0.264 2.464  0.014
7 C 0.198 1.216 2.119  0.002
8 C 0.399 2.145 1.062  0.006
9 C -0.506 3.320 0.859  0.001
10 C 1.477 1.881 0.227  -0.006
11 C 2.401 0.848 0.503  0.015
12 H 4.530 -1.116 4.068  0.000
13 H 2.791 -1.084 4.248  0.000
14 H 3.697 0.432 4.086  0.000
15 H 3.397 -1.719 1.925  0.001
16 H 5.003 0.875 1.726  0.000
17 H 4.905 -0.411 0.506  0.000
18 H 5.684 -0.713 2.041  0.000
19 H 0.996 -0.332 3.352  0.001
20 H -0.684 1.308 2.744  0.000
21 H -1.357 3.065 0.224  0.001
22 H 0.032 4.144 0.393  0.000
23 H -0.907 3.665 1.811  0.000
24 H 1.644 2.512 -0.641  0.000
25 H 3.252 0.718 -0.152  0.002
26 N 0.116 0.012 -1.848  -0.004
27 N -1.206 0.031 -2.354  0.003
28 C -2.230 0.227 -1.530  0.017
29 N -3.439 0.418 -2.012  0.016
30 S -1.963 0.186 0.170  0.068
31 H 0.552 0.899 -2.101  0.000
32 H 0.608 -0.726 -2.358  0.000
33 H -1.298 0.066 -3.363  0.000
34 H -3.635 0.491 -3.002  0.000
35 H -4.228 0.514 -1.387  0.000
36 C 3.494 -3.101 -0.016  0.002
37 Si 2.025 -3.817 0.885  0.004
38 C 1.878 -3.544 2.728  0.000
39 C 1.980 -5.650 0.581  -0.001
40 As 0.072 -2.665 -0.033  0.011
41 Si -1.792 -3.371 1.415  0.022
42 C -1.482 -5.152 1.840  0.005
43 C -3.384 -3.251 0.454  0.009
44 C -1.745 -2.288 2.930  0.001
45 Si -0.274 -3.482 -2.302  -0.002
46 C -2.053 -3.295 -2.841  0.000
47 C 0.164 -5.285 -2.287  -0.002
48 C 0.937 -2.593 -3.445  0.001
49 H 4.420 -3.348 0.509  0.000
50 H 3.466 -2.017 -0.157  0.000
51 H 3.557 -3.563 -1.004  0.000
52 H 2.853 -3.650 3.210  0.000
53 H 1.234 -4.323 3.143  0.000
54 H 1.456 -2.582 3.018  0.000
55 H 2.841 -6.039 1.139  0.000
56 H 2.127 -5.933 -0.457  0.000
57 H 1.100 -6.152 0.973  0.000
58 H -1.299 -5.779 0.967  0.000
59 H -2.390 -5.532 2.318  0.001
60 H -0.666 -5.285 2.550  0.000
61 H -3.428 -3.994 -0.341  0.000
62 H -3.602 -2.270 0.037  0.002
63 H -4.189 -3.486 1.158  0.002
64 H -0.944 -2.597 3.604  0.000
65 H -2.691 -2.423 3.464  0.000
66 H -1.638 -1.222 2.729  0.000
67 H -2.616 -4.174 -2.525  0.000
68 H -2.084 -3.279 -3.934  0.000
69 H -2.586 -2.422 -2.465  0.000
70 H -0.287 -5.843 -1.466  0.000
71 H 1.240 -5.455 -2.283  0.000
72 H -0.227 -5.709 -3.218  0.000
73 H 0.515 -1.769 -4.030  0.000
74 H 1.245 -3.327 -4.195  0.000
75 H 1.868 -2.276 -2.965  0.000

For the HOMO energy (alpha / beta), the calculation gives -17.6663 / -17.7278 eV. Its total charge is +3. The lowest unoccupied orbital energy (alpha / beta) comes out at -9.874 / -11.282 eV. The multiplicity is 2.


Quick one: least stable of them? two